Computed, not measured: a 13-piece molecular cluster, C52H143N13O13 overall, with ωB97M-V/def2-TZVPD.

The geometry in XYZ format:
```
221
Properties=species:S:1:pos:R:3:mulliken_charge:R:1
C -3.982 -23.807 6.906 -1.814
C -2.527 -23.946 7.387 0.672
C -2.076 -25.405 7.657 -0.832
O -2.653 -25.886 8.870 -0.328
C -1.928 -27.019 9.481 -0.839
N -1.785 -23.486 6.307 -0.560
H -4.176 -24.784 6.464 0.426
H -4.227 -23.125 6.091 0.302
H -4.694 -23.821 7.732 0.444
H -2.283 -23.268 8.205 -0.027
H -1.006 -25.419 7.868 0.484
H -2.430 -26.106 6.901 0.369
H -0.843 -27.030 9.578 0.321
H -2.188 -27.910 8.909 0.323
H -2.187 -27.266 10.511 0.301
H -2.191 -23.828 5.447 0.238
H -0.897 -23.967 6.340 0.233
C -12.794 -20.295 -0.880 -1.695
C -12.970 -20.827 0.572 0.762
C -13.690 -22.201 0.758 -0.919
O -13.621 -22.728 2.060 -0.309
C -14.414 -22.164 3.070 -0.480
N -11.584 -21.096 0.895 0.034
H -12.434 -19.277 -1.029 0.216
H -13.805 -20.292 -1.287 0.440
H -12.268 -20.858 -1.651 0.343
H -13.203 -20.174 1.413 0.200
H -13.220 -22.936 0.104 0.328
H -14.732 -22.186 0.440 0.407
H -15.428 -21.936 2.743 0.338
H -13.919 -21.260 3.424 0.022
H -14.468 -22.754 3.985 0.291
H -11.610 -21.623 1.756 0.165
H -11.146 -21.786 0.302 -0.113
C -1.844 -19.759 10.209 -1.663
C -1.872 -19.802 8.692 1.089
C -1.798 -18.358 8.112 -1.124
O -2.017 -18.308 6.664 -0.096
C -1.341 -17.300 6.089 -0.933
N -0.711 -20.643 8.267 -0.717
H -0.906 -19.394 10.628 0.390
H -2.018 -20.596 10.885 0.420
H -2.682 -19.174 10.588 0.400
H -2.671 -20.375 8.220 0.130
H -0.951 -17.740 8.410 0.541
H -2.607 -17.775 8.554 0.368
H -0.253 -17.361 6.123 0.337
H -1.548 -16.351 6.584 0.407
H -1.552 -17.179 5.027 0.237
H -0.894 -20.766 7.281 0.190
H -0.706 -21.544 8.723 0.305
C -4.910 -17.181 -1.264 -0.369
C -4.166 -16.026 -0.629 1.242
C -4.773 -14.673 -0.673 -0.742
O -5.105 -14.208 -2.002 -0.296
C -4.071 -13.548 -2.687 -0.813
N -3.856 -16.570 0.682 -0.518
H -5.547 -16.809 -2.066 0.506
H -5.673 -17.682 -0.668 -0.501
H -4.281 -18.012 -1.583 0.058
H -3.304 -15.965 -1.293 -0.312
H -4.087 -13.956 -0.222 0.637
H -5.673 -14.769 -0.066 -0.102
H -3.646 -12.684 -2.177 0.328
H -4.555 -13.258 -3.620 0.273
H -3.267 -14.232 -2.956 0.275
H -3.356 -17.445 0.619 -0.033
H -3.152 -15.940 1.040 0.369
C -8.315 -25.569 -0.741 -1.644
C -8.328 -24.077 -0.442 0.697
C -7.360 -23.217 -1.521 -0.595
O -5.976 -23.461 -1.353 -0.488
C -5.287 -22.830 -0.288 -0.310
N -9.668 -23.566 -0.390 -0.735
H -8.664 -25.865 -1.730 0.331
H -8.967 -26.108 -0.054 0.445
H -7.291 -25.930 -0.642 0.333
H -7.895 -24.044 0.557 0.081
H -7.462 -22.137 -1.410 0.227
H -7.805 -23.379 -2.503 0.513
H -4.257 -23.180 -0.226 0.231
H -5.538 -23.113 0.735 0.349
H -5.334 -21.753 -0.449 0.006
H -9.452 -22.651 -0.022 0.215
H -10.210 -23.917 0.386 0.321
C -0.960 -18.246 -1.071 -0.877
C -1.120 -19.589 -1.790 0.346
C -2.462 -20.302 -1.598 -0.864
O -2.962 -20.188 -0.206 0.640
C -2.213 -20.997 0.706 -0.701
N -1.006 -19.491 -3.269 -0.656
H 0.104 -18.011 -1.096 0.449
H -1.347 -18.443 -0.072 -0.020
H -1.582 -17.447 -1.476 0.242
H -0.266 -20.259 -1.691 0.260
H -2.387 -21.327 -1.961 0.493
H -3.293 -19.852 -2.141 0.106
H -1.177 -20.714 0.521 0.487
H -2.258 -22.052 0.435 0.359
H -2.526 -20.895 1.745 -0.556
H -0.489 -18.741 -3.706 0.152
H -0.769 -20.298 -3.827 0.226
C -7.746 -22.941 4.885 -1.333
C -8.371 -22.035 5.837 1.342
C -9.851 -22.341 6.253 -1.029
O -10.644 -22.194 5.082 -0.363
C -11.174 -20.939 4.746 -0.576
N -7.492 -21.985 7.035 -0.754
H -8.268 -23.088 3.940 0.269
H -7.605 -23.923 5.337 0.408
H -6.781 -22.538 4.579 0.092
H -8.319 -20.989 5.534 0.023
H -10.242 -21.709 7.050 0.348
H -10.059 -23.357 6.591 0.316
H -10.891 -20.597 3.750 0.017
H -10.998 -20.194 5.522 0.478
H -12.240 -21.078 4.926 0.274
H -7.825 -21.212 7.593 0.304
H -6.562 -21.763 6.708 0.168
C -11.574 -13.222 5.780 -1.372
C -12.419 -14.205 4.938 0.434
C -11.612 -15.345 4.223 -0.383
O -12.639 -15.913 3.225 -0.412
C -12.537 -17.259 2.836 -0.361
N -13.456 -14.724 5.756 -0.801
H -11.057 -13.705 6.610 0.402
H -12.088 -12.378 6.240 0.421
H -10.685 -12.888 5.244 0.189
H -13.045 -13.631 4.254 0.306
H -11.254 -16.099 4.924 0.366
H -10.732 -15.040 3.657 0.019
H -13.220 -17.345 1.991 0.256
H -12.731 -17.955 3.652 0.440
H -11.499 -17.468 2.573 -0.074
H -13.613 -13.856 6.249 0.274
H -14.219 -14.925 5.125 0.285
C -8.598 -15.745 -1.203 -0.544
C -10.068 -16.110 -1.448 0.411
C -10.296 -16.941 -2.679 -0.990
O -11.685 -17.101 -2.959 -0.433
C -11.920 -17.511 -4.303 -0.727
N -10.674 -16.908 -0.367 -0.154
H -7.975 -16.629 -1.067 -0.179
H -8.488 -15.055 -0.366 -0.388
H -8.129 -15.248 -2.051 0.721
H -10.645 -15.196 -1.590 0.264
H -9.815 -17.919 -2.651 0.230
H -9.840 -16.479 -3.555 0.716
H -11.726 -18.581 -4.383 0.250
H -11.192 -16.962 -4.901 0.348
H -12.926 -17.263 -4.643 0.264
H -11.639 -16.890 -0.662 0.349
H -10.623 -16.391 0.499 -0.136
C -8.251 -18.391 2.203 -0.860
C -7.345 -19.423 1.455 1.465
C -6.292 -20.065 2.384 0.146
O -5.651 -19.348 3.476 -0.375
C -4.413 -19.839 4.082 0.044
N -8.289 -20.377 0.822 0.213
H -7.576 -17.684 2.686 0.263
H -8.754 -18.897 3.026 0.265
H -8.918 -17.838 1.542 -0.113
H -6.854 -18.927 0.618 -0.853
H -5.601 -20.525 1.677 -0.303
H -6.675 -20.903 2.966 -0.279
H -3.961 -19.126 4.772 0.260
H -3.807 -19.968 3.186 -0.136
H -4.555 -20.738 4.682 -0.099
H -9.030 -20.634 1.459 -0.156
H -8.884 -19.908 0.153 0.248
C -7.836 -11.332 2.510 -1.705
C -7.422 -12.535 1.726 0.358
C -8.262 -13.752 2.117 -0.233
O -8.056 -13.833 3.552 -0.286
C -6.955 -14.473 4.115 -0.799
N -7.676 -12.171 0.314 -0.601
H -7.756 -11.581 3.568 0.333
H -8.915 -11.218 2.406 0.393
H -7.207 -10.469 2.291 0.403
H -6.359 -12.758 1.807 0.299
H -7.917 -14.638 1.583 0.181
H -9.308 -13.602 1.850 0.380
H -6.103 -14.438 3.436 0.299
H -7.003 -15.536 4.353 0.246
H -6.616 -13.903 4.980 0.313
H -7.590 -12.930 -0.347 0.182
H -8.574 -11.708 0.289 0.312
C -4.732 -23.168 -5.836 -1.671
C -4.642 -21.750 -5.141 0.296
C -5.884 -21.297 -4.353 0.182
O -5.883 -19.813 -4.237 -0.511
C -6.783 -19.386 -3.217 -0.551
N -3.413 -21.668 -4.418 -0.635
H -3.801 -23.356 -6.372 0.411
H -5.543 -23.161 -6.565 0.431
H -4.917 -24.091 -5.287 0.272
H -4.555 -21.007 -5.934 0.462
H -5.829 -21.762 -3.369 -0.392
H -6.844 -21.621 -4.754 0.605
H -6.958 -18.318 -3.353 0.335
H -6.451 -19.385 -2.179 0.016
H -7.791 -19.800 -3.253 0.438
H -3.080 -20.749 -4.164 0.250
H -3.699 -22.010 -3.512 0.117
C 0.575 -19.597 3.674 -1.375
C -0.016 -20.962 3.876 1.549
C 0.897 -22.189 3.497 -0.848
O 0.908 -22.011 2.015 -0.124
C 1.678 -23.037 1.497 -0.928
N -0.574 -21.155 5.232 -0.419
H -0.284 -18.929 3.602 0.166
H 0.976 -19.348 2.692 0.428
H 1.179 -19.140 4.458 0.377
H -0.913 -20.925 3.258 -0.839
H 0.457 -23.141 3.795 0.453
H 1.894 -21.931 3.855 0.424
H 1.807 -22.968 0.416 0.267
H 1.144 -23.987 1.493 0.345
H 2.618 -23.181 2.030 0.318
H -0.858 -22.117 5.352 0.086
H -1.437 -20.640 5.330 0.194
```

Calculated values
Frontier orbital gap, eV: 9.2
Energy relative to the best compared isomer or geometry (same formula, charge and spin), kcal per mole: 228.6
Max |F|, eV/A: 4.41
Total energy, a.u.: -3756.37582